C52H55GeNO6PdSb | the ωB97M-V functional and the def2-TZVPD basis

The spin multiplicity is 2. The value obtained for the strongest force on any atom is 0.02011 Eh/bohr. The calculation puts the energy relative to the best compared isomer or geometry (same formula, charge and spin) at 0.00 kJ/mol. Its charge is +2. The calculation puts the HOMO energy (spin up / spin down) at -12.66 / -12.66 eV. Its total energy is -135109.3522 eV. The expectation value of S² is 0.77. The gap between HOMO and LUMO (spin up / spin down) is 6.1 / 6.1 eV.

```
117
C52H55GeNO6PdSb (the ωB97M-V functional and the def2-TZVPD basis)
Sb -0.63 1.09 2.87
Pd -0.03 -0.18 0.56
Ge -1.33 -2.19 0.88
O 4.07 1.77 -3.22
O -1.47 -1.32 -4.47
O -1.54 1.26 0.14
O -3.14 -0.47 -5.80
O -3.10 2.75 -0.35
O 2.11 -0.21 0.38
N 4.58 0.32 -1.16
C 5.08 -1.89 1.70
C 0.79 2.02 -6.67
C 4.27 -1.08 0.86
C -3.62 -3.23 -2.47
C -5.15 0.48 0.58
C 4.60 -2.43 2.86
C -2.04 -0.33 -3.85
C 0.04 2.83 -5.83
C -6.06 0.44 -0.49
C -2.75 -2.21 -0.45
C 4.02 2.57 -4.40
C 1.02 0.40 -4.91
C -1.77 -2.12 3.85
C -2.53 1.62 3.69
C -3.20 2.76 2.94
C -2.12 -1.45 -5.78
C -4.80 -1.37 -1.49
C -2.38 1.82 -0.66
C -3.06 0.22 -4.63
C -5.90 -0.46 -1.50
C -3.06 -3.67 2.55
C 3.80 2.38 -2.04
C 1.28 0.81 -6.21
C 0.25 1.20 -4.06
C 3.43 3.44 0.51
C 3.42 3.71 -1.89
C -0.11 0.73 -2.68
C -1.61 0.20 -2.57
C -2.53 1.27 -2.07
C -3.78 1.27 -4.17
C 3.24 4.23 -0.61
C -2.37 -2.58 5.01
C -0.03 3.61 1.09
C 0.00 0.99 5.89
C 3.99 1.59 -0.90
C 4.84 -0.69 -0.38
C -3.32 -3.59 4.94
C -0.23 2.42 -4.53
C -0.01 -3.54 0.38
C 3.24 -2.25 3.16
C 2.89 -0.88 1.17
C -4.66 -2.35 -2.50
C 0.60 0.56 4.56
C -4.08 -0.37 0.61
C 2.41 -1.53 2.33
C -2.64 -3.14 -1.45
C -3.50 1.78 -2.85
C -2.11 -2.65 2.61
C -3.66 -4.13 3.71
C 0.25 3.00 2.46
C 3.80 2.11 0.37
C -3.86 -1.31 -0.43
H -1.37 -1.25 -6.54
H -3.38 -0.34 1.44
H -0.02 1.54 -1.97
H -3.32 2.56 1.88
H -2.54 -2.45 -5.85
H -3.53 -4.01 -3.22
H -2.09 -2.16 5.97
H -5.40 -2.40 -3.29
H -2.63 3.69 3.05
H 2.82 -2.72 4.04
H 3.03 3.00 -4.54
H -0.18 2.06 5.93
H 3.98 1.50 1.24
H -4.56 1.71 -4.78
H -3.14 0.72 3.72
H 3.32 3.86 1.50
H -1.81 -3.83 -1.47
H -6.90 1.12 -0.50
H -3.79 -3.95 5.85
H 0.40 3.02 0.29
H 1.32 2.86 2.63
H -1.10 3.71 0.90
H -0.80 3.06 -3.87
H -3.35 -4.09 1.60
H 0.55 -0.08 -2.36
H 3.29 4.34 -2.75
H -1.01 -1.35 3.92
H 0.99 2.33 -7.69
H 0.37 -3.42 -0.63
H 4.24 1.90 -5.22
H 6.11 -2.04 1.42
H 1.40 -0.54 -4.55
H -0.33 3.78 -6.18
H -6.60 -0.51 -2.32
H 5.61 -1.35 -0.78
H -1.60 -0.64 -1.86
H 2.97 5.27 -0.50
H 0.69 0.75 6.70
H -4.11 2.57 -2.45
H -4.40 -4.92 3.66
H 0.41 4.61 1.05
H -0.94 0.48 6.10
H 1.55 1.06 4.36
H -0.53 -4.49 0.48
H 5.01 0.30 -2.08
H 4.77 3.36 -4.36
H 0.83 -3.53 1.08
H 1.88 0.18 -6.86
H 1.35 -1.46 2.55
H 5.24 -3.01 3.51
H 0.79 -0.51 4.53
H -0.14 3.63 3.26
H -2.27 1.88 4.71
H -4.18 2.94 3.37
H -5.30 1.18 1.38
```

C52H55N11O8 | the ωB97M-V functional and the def2-TZVPD basis

The value obtained for the strongest force on any atom is 0.09975 Eh/bohr. The calculation puts the HOMO energy at -7.72 eV. Its total energy is -87568.6499 eV. The gap between HOMO and LUMO is 7.1 eV. The SMILES is O=[N+]([O-])c1ccccc1.O=[N+]([O-])c1ccccc1.O=[N+]([O-])c1ccccc1.O=[N+]([O-])c1ccccc1.c1cc[nH]c1.c1cc[nH]c1.c1cc[nH]c1.c1cc[nH]c1.c1cc[nH]c1.c1cc[nH]c1.c1cc[nH]c1.

```
126
C52H55N11O8 (the ωB97M-V functional and the def2-TZVPD basis)
O -6.85 -1.09 -4.62
O 4.03 6.40 -3.16
O 2.74 -0.08 -0.93
O 7.78 -0.04 3.31
O 2.21 6.09 -2.11
O 0.91 -0.52 -2.10
O -7.79 -1.22 -2.71
O 9.68 0.04 4.31
N -1.83 -4.20 -8.45
N 1.10 -8.17 4.17
N 4.54 1.18 -6.84
N -7.80 -1.38 -3.92
N -0.33 -1.01 12.13
N -8.59 5.57 -3.03
N 1.53 -0.18 -1.04
N 0.05 7.72 8.24
N 8.46 -0.15 4.30
N 2.81 6.55 -3.07
N 6.67 -7.97 -0.21
C -1.84 -1.95 10.94
C 1.40 -7.13 3.30
C 5.31 -7.37 -1.99
C -7.67 4.72 -1.27
C 0.23 -6.35 5.10
C 3.65 1.97 -7.49
C -10.20 -2.09 -3.78
C -0.03 -0.75 10.85
C 0.76 7.18 -4.41
C 5.73 -6.11 -1.38
C 0.30 -7.75 5.20
C 6.53 -1.14 5.56
C -8.99 -1.98 -4.54
C 2.84 8.28 -4.92
C -0.75 0.12 0.05
C -11.42 -2.58 -4.31
C 2.17 9.22 -5.67
C 3.44 1.67 -8.79
C -1.01 -1.28 10.05
C 6.53 -6.61 -0.32
C -1.44 0.29 1.28
C 0.19 7.67 6.91
C 0.82 9.10 -5.84
C 1.02 -5.95 3.97
C 6.36 -0.84 7.95
C -0.69 0.51 2.48
C 2.12 7.33 -4.16
C -10.04 -3.11 -6.32
C 7.60 -0.25 8.02
C -2.34 -6.22 -8.98
C -2.91 -4.03 -9.30
C 4.69 0.09 -7.61
C -8.90 -2.59 -5.73
C 0.67 0.20 0.06
C -8.84 4.66 -2.04
C 1.33 0.59 1.22
C 4.12 0.41 -8.87
C 0.08 8.08 -5.20
C -1.40 -1.79 12.25
C -11.24 -3.21 -5.53
C -1.45 -5.48 -8.27
C -6.74 5.56 -1.77
C 7.82 -0.54 5.59
C -3.25 -5.34 -9.61
C 1.03 6.98 8.82
C 5.84 -1.35 6.77
C 1.77 6.32 7.79
C 5.92 -8.45 -1.24
C -7.28 6.06 -2.90
C 1.19 6.69 6.57
C 0.66 0.75 2.40
C 8.37 -0.14 6.81
H -7.45 3.96 -0.54
H -10.04 -3.45 -7.34
H -0.61 8.31 8.72
H -0.41 -5.86 5.82
H -6.90 6.81 -3.58
H 2.39 0.78 1.30
H -1.22 0.67 3.40
H -9.79 4.16 -1.92
H 5.01 -2.04 6.70
H 4.84 1.42 -5.90
H -12.09 -3.76 -5.91
H -1.10 -1.22 8.97
H 7.07 -8.46 0.58
H 5.14 -0.81 -7.23
H 1.14 -4.91 3.69
H 6.96 -6.02 0.48
H 3.19 2.81 -7.00
H -3.25 -3.04 -9.56
H -12.30 -2.77 -3.72
H -2.40 -7.28 -9.19
H 2.55 5.59 7.92
H -7.97 -2.64 -6.28
H -0.25 -8.48 5.79
H -0.54 -5.74 -7.76
H 1.89 -7.33 2.36
H 3.92 8.33 -4.89
H 0.30 9.77 -6.52
H -4.17 -5.53 -10.14
H -1.31 -3.47 -7.99
H 5.92 -9.53 -1.36
H 5.88 -1.13 8.88
H 5.58 -5.06 -1.62
H -1.36 -0.12 -0.80
H -9.20 5.86 -3.78
H 1.16 1.06 3.30
H 1.13 7.06 9.89
H 1.41 6.29 5.59
H -0.48 8.16 6.21
H 6.08 -1.53 4.66
H 2.67 10.01 -6.22
H -1.00 8.06 -5.22
H 4.66 -7.58 -2.82
H 7.98 0.01 8.99
H -1.89 -2.05 13.18
H 9.30 0.41 6.90
H -2.67 -2.58 10.66
H 1.36 -9.13 4.00
H -10.27 -1.66 -2.80
H 0.14 6.47 -3.89
H -5.75 5.90 -1.50
H 0.71 0.00 10.60
H 2.85 2.22 -9.51
H 0.18 -0.55 12.88
H 4.10 -0.25 -9.72
H -2.52 0.26 1.30
```

C52H56BrMnN4OPSi | the ωB97M-V functional and the def2-TZVPD basis

The value obtained for the strongest force on any atom is 0.06908 Eh/bohr. Its charge is +1. The calculation puts the HOMO energy (spin up / spin down) at -10.01 / -10.01 eV. Its total energy is -181357.1510 eV. The gap between HOMO and LUMO (spin up / spin down) is 6.6 / 6.5 eV.

```
117
C52H56BrMnN4OPSi (the ωB97M-V functional and the def2-TZVPD basis)
Br 3.37 7.62 0.70
Mn -0.32 -0.95 0.26
P 0.12 0.43 -2.46
Si -2.24 -2.52 0.84
O 0.91 -0.99 1.56
N 5.64 1.55 3.18
N 6.11 2.65 2.92
N 3.21 -1.08 0.04
N -0.19 -0.80 -1.43
C -0.18 -4.51 1.88
C -0.08 -3.93 -0.54
C -1.45 0.04 0.68
C 4.18 4.18 2.99
C 1.40 -1.60 -3.74
C 5.28 3.70 2.37
C -3.59 3.02 1.40
C -3.08 -2.31 2.58
C -4.07 -0.93 -0.78
C -3.74 -3.59 2.99
C -3.56 1.20 -3.97
C -2.35 0.59 -3.66
C 3.28 0.97 3.66
C 3.22 2.94 -0.28
C 3.61 5.40 2.51
C -1.06 -4.18 0.65
C 0.93 0.38 -5.07
C 3.57 2.25 -1.40
C 4.42 0.20 1.64
C 2.16 -2.03 -4.86
C -1.95 1.21 1.30
C 4.36 1.01 2.82
C -1.33 1.38 -3.05
C 3.25 -0.44 1.22
C 2.06 -0.42 2.03
C 2.67 1.55 -2.21
C 5.81 4.37 1.31
C -2.99 1.97 0.77
C 5.58 0.14 0.77
C 2.24 -1.38 -6.08
C -4.74 -3.29 -0.31
C -2.76 3.29 -3.18
C -3.07 3.45 2.66
C 5.50 -0.56 -0.43
C -3.54 -2.40 -0.61
C -1.95 -1.90 3.57
C 0.84 -0.33 -3.91
C 1.84 2.93 0.07
C -1.52 1.65 2.58
C -1.95 -5.41 0.32
C -2.92 -2.84 -1.97
C -4.19 -1.22 2.75
C 0.86 2.28 -0.62
C 1.56 -0.18 -6.12
C -2.02 2.77 3.28
C 4.31 -1.22 -0.68
C 1.31 1.61 -1.79
C 5.30 5.57 0.83
C -3.78 2.52 -3.74
C 2.15 0.27 3.24
C 4.12 6.08 1.45
C -1.56 2.73 -2.81
H 0.35 -3.50 2.18
H -4.02 -0.18 2.54
H 6.78 4.06 0.85
H 2.55 -3.04 -4.80
H 3.26 1.51 4.62
H -0.79 3.36 -2.37
H -1.17 -2.63 3.67
H 4.62 2.17 -1.56
H -4.76 3.01 -3.87
H -0.20 2.22 -0.42
H -3.47 4.35 3.19
H 1.30 0.30 3.85
H -1.45 3.06 4.16
H -4.25 3.67 0.89
H -2.58 -3.84 -1.84
H 2.71 -1.82 -7.00
H 6.29 -0.63 -1.17
H -5.40 -3.28 -1.20
H 3.77 3.62 3.85
H 6.53 0.60 1.10
H 1.33 -2.13 -2.82
H -3.73 -2.78 -2.72
H -0.72 -4.87 2.83
H -4.83 -0.93 -1.56
H 4.11 -1.65 -1.64
H -3.07 -4.50 2.96
H -1.36 -6.35 0.27
H -0.64 -3.64 -1.47
H 0.78 -3.34 -0.28
H -5.05 -1.40 2.12
H -4.60 -3.88 2.39
H 3.94 3.31 0.42
H -3.17 -0.37 -1.05
H -2.22 -0.44 -3.78
H -1.42 -1.01 3.19
H 1.53 3.56 0.91
H -4.53 -0.59 0.12
H 2.95 0.92 -3.04
H -2.09 -2.22 -2.25
H 2.69 5.88 2.94
H -5.36 -2.96 0.54
H -4.05 -3.58 4.03
H -2.95 4.33 -3.11
H -2.74 -5.54 1.09
H -2.42 -5.40 -0.63
H -0.76 1.11 3.06
H 5.82 6.03 0.02
H 1.57 0.44 -7.02
H 0.49 1.32 -5.04
H -2.30 -1.69 4.60
H -4.43 0.65 -4.31
H 0.30 -4.91 -0.78
H -4.60 -4.35 -0.06
H 0.44 -5.36 1.61
H -3.50 1.72 -0.10
H -4.44 -1.31 3.78
```

C52H60BBr2N8O3S4Ti | the ωB97M-V functional and the def2-TZVPD basis

The spin multiplicity is 2. The value obtained for the strongest force on any atom is 0.03761 Eh/bohr. The calculation puts the energy relative to the best compared isomer or geometry (same formula, charge and spin) at 0.00 kJ/mol. The calculation puts the HOMO energy (spin up / spin down) at -5.48 / -7.67 eV. Its total energy is -280181.4680 eV. The expectation value of S² is 0.77. The gap between HOMO and LUMO (spin up / spin down) is 4.6 / 6.8 eV.

```
131
C52H60BBr2N8O3S4Ti (the ωB97M-V functional and the def2-TZVPD basis)
Br -0.14 2.28 6.60
Br -0.28 5.72 2.16
Ti 1.32 2.01 -0.53
S 2.08 -2.38 -1.24
S 3.54 1.10 -0.31
S 0.67 0.89 -2.69
S -1.29 1.74 -0.13
O 8.84 4.97 -1.97
O 1.01 3.24 0.75
O 8.95 5.19 0.22
N -1.38 -2.43 -1.89
N -2.04 -0.78 0.35
N 1.43 0.85 1.74
N -0.35 -2.24 1.91
N 0.13 -2.12 0.61
N -0.73 -1.24 -1.74
N -1.05 5.35 -2.62
N -2.91 -1.75 0.72
C 1.85 3.53 -1.83
C 0.68 -3.25 5.23
C 6.89 2.89 -1.69
C 0.24 -3.04 2.75
C -3.76 0.88 0.47
C 5.18 3.18 0.48
C 3.74 4.34 -3.15
C -1.97 -4.46 -2.99
C -0.39 -3.22 4.14
C 1.87 -0.56 3.60
C 0.78 1.54 3.98
C -1.38 -2.09 4.46
C -1.34 -3.08 -3.02
C 1.27 0.31 4.47
C 8.37 4.71 -0.91
C -1.11 -4.57 4.11
C -0.14 3.76 4.21
C 1.93 -3.65 1.15
C -5.15 -2.53 1.30
C -4.15 -1.44 0.93
C 1.33 -2.75 0.21
C 0.94 1.78 2.60
C 0.35 -0.55 -5.26
C 7.16 3.85 -0.72
C -0.14 -0.60 -2.78
C -0.77 6.49 -3.47
C -1.24 -5.30 -1.93
C -3.45 -4.33 -2.59
C 1.32 4.85 -1.84
C -1.86 -5.15 -4.35
C 4.90 2.22 -0.49
C 0.67 3.06 2.03
C -4.20 2.31 0.32
C -4.48 -3.90 1.39
C -5.77 -2.19 2.66
C 0.12 4.01 2.84
C -6.24 -2.59 0.22
C 2.09 5.89 -2.36
C -0.12 5.20 -1.48
C 3.18 -4.37 0.77
C -2.40 0.52 0.26
C -0.22 -1.23 -4.06
C 5.77 2.08 -1.57
C 1.38 -3.80 2.39
C 3.30 5.65 -2.99
C -1.22 4.15 -3.43
C 1.91 -0.25 2.23
C -4.62 -0.11 0.79
C 6.30 3.99 0.36
C 0.19 2.56 4.76
C 3.03 3.31 -2.56
C -0.77 -2.47 -4.15
B -0.71 -1.24 -0.20
H -1.91 -2.31 5.39
H -1.60 6.62 -4.17
H -5.67 0.12 0.93
H -1.62 -4.76 5.07
H -3.90 -4.12 0.50
H 3.38 2.30 -2.70
H 3.89 6.48 -3.38
H 0.15 6.40 -4.06
H -0.85 -1.14 4.57
H 0.20 -1.15 -6.16
H -4.02 -3.79 -3.35
H -0.13 6.17 -0.97
H -6.44 -3.00 2.98
H -0.77 -2.98 -5.11
H -4.99 -2.07 3.42
H 1.35 -4.11 5.13
H -6.97 -3.36 0.47
H 2.37 -0.94 1.53
H -0.40 -5.39 3.94
H -5.23 2.43 0.68
H 4.66 4.13 -3.69
H -2.04 4.30 -4.13
H 6.47 4.76 1.11
H 1.42 -0.38 -5.12
H -3.54 2.98 0.87
H -6.35 -1.26 2.63
H -1.70 -6.28 -1.85
H -2.39 -4.60 -5.13
H -0.82 -5.28 -4.64
H -0.71 7.40 -2.86
H -3.89 -5.32 -2.47
H -1.85 -4.60 3.31
H 7.56 2.79 -2.54
H 3.49 -5.05 1.57
H 1.82 -4.49 3.10
H -0.10 0.44 -5.40
H -0.32 3.88 -4.01
H 3.98 -3.65 0.59
H -0.18 -5.42 -2.19
H -0.59 4.53 4.81
H -0.54 4.47 -0.81
H -5.24 -4.67 1.52
H 2.30 -1.49 3.95
H -5.80 -2.84 -0.75
H 8.51 4.84 1.00
H -3.81 -3.93 2.25
H 1.29 -2.34 5.22
H 1.71 6.90 -2.29
H 5.57 1.31 -2.32
H 3.04 -4.92 -0.16
H -6.78 -1.64 0.12
H -1.47 3.31 -2.79
H -2.10 -1.96 3.65
H 4.50 3.30 1.31
H 0.20 -3.32 6.21
H -1.28 -4.81 -0.95
H -4.15 2.62 -0.73
H -2.31 -6.15 -4.28
H -3.54 -3.79 -1.64
H 1.20 0.08 5.53
```